Record 1
Computed, not measured: 2 unconnected molecules or ions with the total composition C2H3ClN2, with the ωB97M-V functional and the def2-TZVPD basis.

Values from the calculation:
Orbital gap (spin up / spin down) = 6.78 / 3.87 eV
Total charge = +2
HOMO (spin up / spin down) = -20.3356 / -18.9283 eV

Last column: natural (NBO) charge in e.
Positions of all 8 atoms, in Å:
C: -2.49 -0.38 -0.07  0.275
C: 1.02 -0.01 0.01  0.604
N: -0.11 0.10 -0.30  -0.270
N: 2.26 0.17 0.22  -0.686
Cl: -3.32 0.89 -0.15  0.719
H: -2.74 -1.50 -0.15  0.359
H: 3.04 -0.43 -0.16  0.513
H: 2.34 1.15 0.59  0.486

Record 2
Computed, not measured: 2 unconnected molecules or ions with the total composition C5H9O5, with the ωB97M-V functional and the def2-TZVPD basis.

Values from the calculation:
Orbital gap (spin up / spin down) = 9.81 / 8.37 eV
Multiplicity = 4
HOMO (spin up / spin down) = -9.2188 / -9.9072 eV

Last column: natural (NBO) charge in e.
Positions of all 19 atoms, in Å:
O: 2.93 0.26 -1.67  -0.006
O: 2.57 -0.03 -2.71  0.010
C: -1.01 1.45 -1.16  -0.675
C: -0.43 0.55 -0.14  0.113
C: -0.81 -0.79 -0.13  0.384
C: -0.33 -1.75 0.93  -0.134
O: 0.09 -2.95 0.33  -0.715
O: -1.56 -1.25 -0.98  -0.533
C: 0.54 1.12 0.84  -0.128
O: -0.05 1.42 2.10  -0.719
H: -0.74 2.49 -0.99  0.218
H: -0.68 1.16 -2.16  0.247
H: -2.10 1.38 -1.15  0.250
H: 0.51 -1.36 1.51  0.167
H: -1.14 -1.98 1.63  0.185
H: -0.44 -3.08 -0.49  0.486
H: 1.41 0.46 0.95  0.187
H: 0.94 2.07 0.46  0.184
H: 0.28 0.84 2.82  0.481

Record 3
Computed, not measured: a molecular structure, C37H39Br2ClIN5O2PtSe, with the ωB97M-V functional and the def2-TZVPD basis.

Values from the calculation:
Orbital gap = 6.49 eV
Total charge = +2
HOMO = -12.2891 eV

Last column: Löwdin charge in e.
Positions of all 89 atoms, in Å:
Pt: 1.22 2.64 -1.41  1.205
Cl: 0.50 5.40 4.77  0.746
C: 1.04 4.46 3.43  -0.601
C: 2.27 3.86 3.47  -0.143
C: 2.74 3.09 2.38  -0.639
I: 4.55 2.10 2.51  0.975
C: 1.99 2.98 1.23  -0.446
O: 2.36 2.28 0.16  -0.349
C: 0.72 3.60 1.20  -0.156
N: -0.01 3.41 0.05  -0.063
C: -1.25 3.84 0.00  -0.094
C: -1.85 4.54 1.07  -0.015
C: -1.12 4.79 2.20  0.018
C: 0.20 4.31 2.30  -0.157
H: 2.89 3.97 4.34  0.105
H: -1.82 3.65 -0.89  0.092
H: -2.87 4.86 0.97  0.120
H: -1.55 5.35 3.02  0.108
Br: 6.16 1.63 -5.69  0.875
C: 4.77 1.84 -4.46  -0.660
C: 4.91 1.43 -3.15  -0.056
C: 3.86 1.60 -2.28  -0.063
N: 2.70 2.14 -2.68  -0.063
C: 2.55 2.54 -3.96  -0.183
C: 3.57 2.41 -4.88  -0.026
C: 1.19 3.03 -4.27  -0.179
C: 0.80 3.41 -5.54  -0.026
C: -0.54 3.70 -5.77  -0.662
Br: -1.10 4.23 -7.47  0.880
C: -1.45 3.55 -4.74  -0.062
C: -0.98 3.20 -3.49  -0.082
N: 0.32 2.98 -3.24  -0.059
H: 5.84 0.99 -2.80  0.122
H: 3.91 1.34 -1.23  0.114
H: 3.45 2.74 -5.90  0.115
H: 1.52 3.49 -6.34  0.116
H: -2.51 3.71 -4.89  0.121
H: -1.65 3.08 -2.66  0.098
C: -1.25 -1.84 -2.76  -0.036
C: 0.11 -1.21 -2.54  -0.468
C: 1.20 -2.22 -2.25  -0.035
O: 0.06 -0.14 -1.56  -0.577
H: -1.24 -2.39 -3.70  0.099
H: -2.04 -1.09 -2.81  0.084
H: -1.49 -2.56 -1.97  0.076
H: 0.38 -0.64 -3.44  0.141
H: 0.96 -2.80 -1.36  0.061
H: 2.16 -1.72 -2.09  0.088
H: 1.30 -2.91 -3.08  0.100
C: -4.83 -1.75 2.91  -0.086
C: -3.48 -1.04 2.85  -0.245
C: -3.17 -0.43 1.49  -0.186
C: -2.94 -1.45 0.38  -0.104
N: -1.77 -2.30 0.63  0.018
C: -0.49 -1.90 0.66  -0.450
Se: 0.25 -0.19 0.20  1.214
N: 0.29 -2.91 1.08  0.000
C: 1.74 -2.92 1.31  -0.136
C: 2.12 -2.91 2.79  -0.167
C: 1.88 -1.58 3.51  -0.233
C: 0.43 -1.27 3.86  -0.088
C: -0.52 -4.01 1.33  -0.131
C: -0.21 -5.30 1.77  0.019
C: -1.27 -6.17 1.89  -0.038
C: -2.59 -5.78 1.59  -0.037
C: -2.89 -4.52 1.15  0.015
C: -1.82 -3.63 1.02  -0.127
H: -5.08 -2.04 3.93  0.083
H: -4.85 -2.67 2.31  0.051
H: -5.63 -1.11 2.55  0.085
H: -2.68 -1.73 3.14  0.097
H: -3.47 -0.24 3.60  0.115
H: -2.29 0.22 1.56  0.071
H: -4.00 0.21 1.17  0.125
H: -2.82 -0.97 -0.59  0.112
H: -3.79 -2.12 0.30  0.122
H: 2.15 -2.05 0.82  0.089
H: 2.12 -3.81 0.80  0.136
H: 3.18 -3.15 2.82  0.126
H: 1.61 -3.72 3.32  0.112
H: 2.31 -0.77 2.90  0.088
H: 2.46 -1.60 4.43  0.116
H: -0.17 -0.97 3.00  0.029
H: 0.38 -0.44 4.57  0.083
H: -0.06 -2.13 4.33  0.086
H: 0.80 -5.60 1.99  0.123
H: -1.09 -7.18 2.23  0.121
H: -3.39 -6.51 1.71  0.121
H: -3.91 -4.24 0.91  0.112

Record 4
Computed, not measured: 2 unconnected molecules or ions with the total composition C2H3F3NO5S2, with the ωB97M-V functional and the def2-TZVPD basis.

Values from the calculation:
Orbital gap (spin up / spin down) = 6.75 / 6.39 eV
Multiplicity = 2
Total charge = -2
HOMO (spin up / spin down) = -0.6834 / -0.6551 eV

Last column: natural (NBO) charge in e.
Positions of all 16 atoms, in Å:
N: -1.13 -0.54 1.74  -1.245
S: -0.67 0.20 0.26  1.588
O: -1.75 -0.07 -0.76  -1.049
O: -0.60 1.72 0.61  -1.032
S: -2.56 -0.60 2.34  2.205
O: -3.59 0.31 1.80  -0.975
O: -2.52 -0.69 3.81  -1.007
C: -3.24 -2.30 1.91  0.700
F: -3.33 -2.47 0.60  -0.324
F: -2.45 -3.25 2.40  -0.342
F: -4.45 -2.46 2.44  -0.345
H: -0.17 2.68 -0.57  0.378
C: 0.12 3.51 -1.48  -0.311
O: 0.87 2.86 -2.36  -0.493
H: 0.63 4.33 -0.94  0.119
H: -0.87 3.84 -1.87  0.133

Record 5
Computed, not measured: 7 unconnected molecules or ions with the total composition C43H50NS, with the ωB97M-V functional and the def2-TZVPD basis.

Values from the calculation:
Orbital gap = 6.16 eV
Total charge = +1
HOMO = -10.7627 eV

Last column: Löwdin charge in e.
Positions of all 95 atoms, in Å:
S: -5.40 -0.64 -1.49  0.744
C: -3.81 0.04 -2.13  -0.518
C: -3.36 1.36 -1.42  -0.247
C: -3.18 1.18 0.14  -0.153
C: -2.02 0.18 0.36  -0.300
C: -0.70 0.66 1.07  -0.052
C: 0.04 -0.72 1.00  0.086
N: -0.89 -1.65 1.16  0.102
C: -2.25 -1.06 1.30  -0.063
H: -4.98 -1.47 -0.47  -0.135
H: -3.05 -0.77 -2.04  0.059
H: -3.89 0.23 -3.22  0.085
H: -2.34 1.57 -1.82  0.110
H: -4.03 2.21 -1.64  0.119
H: -2.88 2.19 0.50  0.117
H: -4.12 0.92 0.65  0.105
H: -1.63 -0.30 -0.56  0.126
H: -0.32 1.48 0.45  0.118
H: -0.85 0.90 2.15  0.146
H: 1.12 -0.87 0.85  0.152
H: -0.65 -2.65 1.17  0.155
H: -3.04 -1.68 0.86  0.126
H: -2.38 -0.67 2.32  0.148
C: 0.15 4.83 0.72  -0.106
C: 0.82 6.02 0.98  -0.084
C: 1.15 6.87 -0.06  -0.078
C: 0.80 6.54 -1.37  -0.081
C: 0.12 5.36 -1.63  -0.092
C: -0.20 4.50 -0.58  -0.112
H: -0.11 4.16 1.54  0.089
H: 1.09 6.27 2.00  0.103
H: 1.68 7.79 0.14  0.090
H: 1.05 7.21 -2.18  0.106
H: -0.15 5.11 -2.64  0.102
H: -0.73 3.57 -0.79  0.071
C: 5.53 8.78 2.21  -0.094
C: 4.29 9.10 1.69  -0.102
C: 3.18 9.17 2.52  -0.110
C: 3.32 8.94 3.89  -0.098
C: 4.57 8.63 4.41  -0.096
C: 5.67 8.54 3.58  -0.094
H: 6.40 8.72 1.56  0.101
H: 4.18 9.29 0.63  0.099
H: 2.21 9.42 2.11  0.096
H: 2.46 9.00 4.54  0.100
H: 4.68 8.45 5.47  0.101
H: 6.64 8.29 3.99  0.102
C: 2.17 -4.40 1.58  -0.112
C: 1.83 -3.73 2.75  -0.128
C: 2.37 -4.13 3.96  -0.089
C: 3.25 -5.20 4.01  -0.075
C: 3.60 -5.87 2.84  -0.074
C: 3.06 -5.47 1.62  -0.082
H: 1.76 -4.08 0.63  0.074
H: 1.14 -2.89 2.70  0.069
H: 2.10 -3.62 4.87  0.106
H: 3.68 -5.52 4.95  0.109
H: 4.29 -6.70 2.87  0.109
H: 3.32 -5.99 0.71  0.107
C: 7.04 -1.29 0.92  -0.084
C: 6.58 0.02 0.81  -0.088
C: 5.28 0.34 1.19  -0.098
C: 4.44 -0.65 1.68  -0.110
C: 4.90 -1.96 1.78  -0.090
C: 6.19 -2.28 1.40  -0.082
H: 8.05 -1.53 0.62  0.105
H: 7.24 0.80 0.44  0.105
H: 4.92 1.36 1.10  0.100
H: 3.43 -0.41 1.98  0.079
H: 4.24 -2.73 2.17  0.071
H: 6.55 -3.30 1.48  0.104
C: -1.83 -4.74 -1.92  -0.099
C: -1.92 -6.01 -2.46  -0.081
C: -0.76 -6.73 -2.75  -0.074
C: 0.48 -6.17 -2.49  -0.078
C: 0.57 -4.90 -1.95  -0.107
C: -0.58 -4.18 -1.67  -0.122
H: -2.73 -4.18 -1.70  0.093
H: -2.89 -6.45 -2.65  0.107
H: -0.84 -7.72 -3.17  0.109
H: 1.38 -6.73 -2.71  0.108
H: 1.55 -4.46 -1.75  0.096
H: -0.51 -3.18 -1.25  0.070
C: -7.90 -4.60 -5.12  -0.096
C: -9.11 -3.96 -5.32  -0.093
C: -9.34 -2.71 -4.74  -0.092
C: -8.36 -2.12 -3.97  -0.096
C: -7.14 -2.76 -3.77  -0.120
C: -6.92 -4.01 -4.34  -0.099
H: -7.72 -5.57 -5.57  0.101
H: -9.88 -4.42 -5.93  0.102
H: -10.29 -2.21 -4.89  0.102
H: -8.53 -1.15 -3.52  0.098
H: -6.37 -2.29 -3.17  0.006
H: -5.97 -4.51 -4.19  0.093

Record 6
Computed, not measured: a molecular structure, C21H24O6RhSSbSe, with the ωB97M-V functional and the def2-TZVPD basis.

Values from the calculation:
Orbital gap = 5.11 eV
Total charge = -2
HOMO = -0.6162 eV

Last column: natural (NBO) charge in e.
Positions of all 55 atoms, in Å:
Rh: 0.28 0.46 0.17  0.498
O: -2.63 -2.61 -0.33  -0.712
C: -2.28 -1.47 -0.01  0.784
O: -1.14 -1.17 0.47  -0.818
C: -3.31 -0.35 -0.06  -0.144
C: -4.65 -0.76 -0.13  -0.180
C: -5.70 0.12 -0.11  -0.291
C: -5.42 1.49 -0.02  -0.223
C: -4.11 1.91 0.03  -0.245
C: -3.02 1.02 0.01  -0.159
S: -1.48 1.88 0.00  -0.020
H: -4.81 -1.83 -0.21  0.228
H: -6.73 -0.23 -0.16  0.187
H: -6.22 2.22 0.00  0.186
H: -3.90 2.98 0.09  0.203
C: 2.56 -0.63 4.32  -0.618
C: 1.59 0.55 4.23  -0.780
Sb: 0.06 0.34 2.76  1.420
C: -1.04 2.02 3.47  -0.768
C: -0.40 3.37 3.19  -0.623
C: -1.23 -1.06 3.70  -0.776
C: -0.92 -2.53 3.44  -0.626
H: 3.37 -0.44 5.03  0.185
H: 3.01 -0.83 3.35  0.226
H: 2.06 -1.55 4.64  0.189
H: 2.12 1.45 3.93  0.244
H: 1.08 0.73 5.18  0.194
H: -1.17 1.86 4.55  0.187
H: -2.03 1.95 3.00  0.231
H: 0.60 3.45 3.63  0.196
H: -1.01 4.19 3.58  0.178
H: -0.28 3.52 2.11  0.249
H: -2.22 -0.81 3.31  0.230
H: -1.21 -0.82 4.77  0.195
H: -0.96 -2.74 2.37  0.256
H: -1.64 -3.20 3.93  0.185
H: 0.08 -2.81 3.80  0.185
O: 1.22 0.00 -3.90  -0.704
C: 1.20 -0.24 -2.69  0.781
O: 0.32 0.19 -1.88  -0.738
C: 2.29 -1.18 -2.18  -0.120
C: 3.46 -1.30 -2.92  -0.176
C: 4.53 -2.10 -2.51  -0.280
C: 4.36 -2.79 -1.33  0.197
O: 5.24 -3.66 -0.70  -0.507
C: 4.63 -3.94 0.56  0.239
O: 3.27 -3.54 0.50  -0.500
C: 3.20 -2.71 -0.61  0.269
C: 2.14 -1.93 -1.00  -0.242
H: 3.52 -0.73 -3.84  0.232
H: 5.45 -2.18 -3.08  0.204
H: 5.15 -3.37 1.34  0.136
H: 4.68 -5.01 0.74  0.149
H: 1.23 -1.87 -0.43  0.250
Se: 2.09 1.89 0.49  -0.842

Record 7
Computed, not measured: C4H7N3 in the gas phase, with the ωB97M-V functional and the def2-TZVPD basis.

Values from the calculation:
Orbital gap = 9.59 eV
HOMO = -9.0508 eV

Last column: natural (NBO) charge in e.
Positions of all 14 atoms, in Å:
C: 2.11 -0.82 -0.42  -0.616
C: 0.91 -0.23 0.31  -0.249
N: -0.25 -0.36 -0.57  -0.594
C: -1.51 0.04 -0.52  0.225
N: -1.84 0.79 0.59  -0.694
C: -3.06 1.36 0.46  0.432
N: -4.10 1.83 0.26  -0.349
H: 2.33 -0.25 -1.32  0.215
H: 1.88 -1.85 -0.72  0.211
H: 3.00 -0.85 0.21  0.227
H: 1.10 0.83 0.55  0.195
H: 0.73 -0.76 1.25  0.198
H: -0.06 -0.88 -1.42  0.399
H: -1.24 1.15 1.33  0.400

Record 8
Computed, not measured: 11 unconnected molecules or ions with the total composition C25H79O32P7, with the ωB97M-V functional and the def2-TZVPD basis.

Values from the calculation:
Orbital gap = 10.44 eV
SMILES string = COP(=O)(OC)OC.COP(=O)(OC)OC.COP(=O)(OC)OC.COP(=O)(OC)OC.COP(=O)(OC)OC.COP(=O)(OC)OC.COP(=O)(OC)OC.CO.CO.CO.CO
HOMO = -10.0072 eV

Last column: Löwdin charge in e.
Positions of all 143 atoms, in Å:
C: -3.92 -5.01 2.89  -0.119
O: -3.64 -3.77 2.32  -0.270
P: -4.64 -2.55 2.64  0.551
O: -4.49 -1.90 3.99  -0.267
O: -4.48 -1.46 1.41  -0.203
C: -3.26 -0.77 1.30  -0.138
O: -6.19 -3.18 2.37  -0.267
C: -7.18 -3.31 3.46  -0.076
H: -3.14 -5.69 2.55  0.101
H: -4.90 -5.35 2.55  0.092
H: -3.86 -4.99 3.98  0.097
H: -2.43 -1.30 0.83  0.065
H: -2.76 -0.47 2.22  0.079
H: -3.25 0.19 0.78  0.088
H: -6.73 -3.13 4.43  0.078
H: -7.72 -4.26 3.40  0.083
H: -7.87 -2.51 3.21  0.084
C: -4.74 0.58 -5.89  -0.143
O: -4.74 1.28 -4.69  -0.213
P: -4.26 2.80 -4.77  0.504
O: -3.10 2.99 -5.69  -0.239
O: -4.11 3.09 -3.15  -0.230
C: -5.14 3.94 -2.49  -0.053
O: -5.65 3.52 -5.29  -0.229
C: -5.88 3.73 -6.62  -0.177
H: -5.33 1.06 -6.66  0.082
H: -5.07 -0.46 -5.92  0.089
H: -3.70 0.42 -6.17  0.089
H: -4.61 4.52 -1.74  0.077
H: -5.97 3.31 -2.15  0.091
H: -5.67 4.57 -3.21  0.072
H: -5.10 3.49 -7.34  0.089
H: -5.99 4.78 -6.90  0.089
H: -6.82 3.23 -6.85  0.097
C: 4.13 2.09 2.29  -0.119
O: 4.39 1.94 3.66  -0.231
P: 5.38 3.03 4.38  0.529
O: 5.10 4.43 3.98  -0.242
O: 6.95 2.50 4.09  -0.237
C: 7.99 2.70 5.03  -0.131
O: 5.05 2.69 5.97  -0.243
C: 5.33 1.43 6.59  -0.110
H: 4.51 1.15 1.89  0.096
H: 4.63 2.95 1.85  0.080
H: 3.05 2.11 2.13  0.083
H: 8.86 3.18 4.57  0.085
H: 8.43 1.73 5.25  0.086
H: 7.67 3.23 5.92  0.089
H: 4.48 1.22 7.24  0.089
H: 6.16 1.55 7.28  0.079
H: 5.55 0.60 5.92  0.093
C: 1.48 5.61 1.54  -0.121
O: 1.92 6.31 0.42  -0.213
P: 2.27 5.51 -0.94  0.484
O: 1.13 4.87 -1.70  -0.266
O: 3.13 6.62 -1.81  -0.218
C: 4.06 7.40 -1.10  -0.135
O: 3.34 4.48 -0.37  -0.235
C: 3.82 3.41 -1.24  -0.057
H: 0.42 5.85 1.60  0.072
H: 1.90 5.96 2.48  0.098
H: 1.65 4.53 1.54  0.087
H: 4.85 7.42 -1.85  0.092
H: 4.62 6.98 -0.26  0.093
H: 3.59 8.36 -0.89  0.097
H: 3.40 2.48 -0.88  0.074
H: 4.90 3.46 -1.16  0.092
H: 3.64 3.42 -2.32  0.077
C: -1.08 -2.98 -3.41  -0.068
O: -1.39 -4.39 -3.36  -0.214
P: -1.45 -5.27 -2.02  0.419
O: -2.24 -6.50 -2.12  -0.224
O: 0.11 -5.58 -1.68  -0.227
C: 0.95 -6.30 -2.58  -0.103
O: -1.96 -4.16 -0.97  -0.238
C: -3.35 -3.97 -0.74  -0.073
H: -0.50 -2.72 -2.52  0.053
H: -2.01 -2.41 -3.41  0.096
H: -0.45 -2.60 -4.21  0.086
H: 0.37 -6.84 -3.33  0.086
H: 1.54 -7.10 -2.12  0.087
H: 1.63 -5.64 -3.10  0.081
H: -3.49 -2.89 -0.69  0.091
H: -3.65 -4.38 0.23  0.070
H: -3.94 -4.52 -1.47  0.095
C: -0.90 -3.79 4.17  -0.097
O: -0.50 -5.13 3.95  -0.230
P: 1.00 -5.70 4.28  0.563
O: 2.21 -5.07 3.64  -0.264
O: 1.02 -5.83 5.93  -0.247
C: 1.54 -6.99 6.61  -0.083
O: 0.75 -7.31 3.91  -0.250
C: 1.62 -7.95 3.02  -0.140
H: -0.45 -3.18 3.38  0.088
H: -0.52 -3.41 5.12  0.092
H: -1.97 -3.56 4.17  0.066
H: 2.31 -6.69 7.32  0.085
H: 1.96 -7.77 5.97  0.076
H: 0.69 -7.37 7.18  0.090
H: 2.23 -8.65 3.59  0.081
H: 2.24 -7.36 2.34  0.087
H: 0.98 -8.61 2.43  0.086
C: 0.78 -2.45 -0.06  -0.144
O: -0.09 -1.39 -0.01  -0.233
P: 0.43 0.03 -0.69  0.553
O: 1.64 0.63 -0.03  -0.253
O: 0.58 -0.37 -2.26  -0.242
C: 0.51 0.65 -3.32  -0.045
O: -1.00 0.90 -0.56  -0.256
C: -1.10 2.31 -0.74  -0.095
H: 1.16 -2.82 0.90  0.101
H: 1.55 -2.32 -0.81  0.092
H: 0.16 -3.23 -0.50  0.051
H: -0.41 0.65 -3.91  0.094
H: 1.30 0.42 -4.04  0.058
H: 0.77 1.67 -3.03  0.086
H: -1.76 2.45 -1.60  0.084
H: -0.19 2.89 -0.91  0.063
H: -1.57 2.66 0.18  0.075
C: -1.23 2.48 3.19  -0.191
O: -1.93 3.58 2.84  -0.118
H: -0.67 2.04 2.37  0.065
H: -0.52 2.79 3.96  0.091
H: -1.96 1.71 3.44  0.077
H: -1.82 4.40 3.34  0.085
C: -1.95 6.14 0.09  -0.136
O: -1.71 7.47 -0.41  -0.127
H: -1.07 5.53 -0.10  0.051
H: -2.11 6.13 1.17  0.071
H: -2.83 5.80 -0.46  0.065
H: -1.08 7.42 -1.12  0.067
C: 3.23 2.03 -5.25  -0.232
O: 3.96 1.16 -4.51  -0.090
H: 3.86 2.70 -5.83  0.083
H: 2.45 1.55 -5.84  0.079
H: 2.68 2.78 -4.69  0.073
H: 4.27 0.47 -5.11  0.073
C: 3.13 -2.41 -5.80  -0.138
O: 4.53 -2.17 -6.00  -0.125
H: 2.64 -1.45 -5.67  0.059
H: 2.69 -2.88 -6.68  0.078
H: 2.87 -2.93 -4.87  0.072
H: 5.06 -2.97 -6.01  0.073

Record 9
Computed, not measured: a molecular structure, C3H5N3O, with the ωB97M-V functional and the def2-TZVPD basis.

Values from the calculation:
Orbital gap = 8.31 eV
HOMO = -7.5331 eV

Last column: natural (NBO) charge in e.
Positions of all 12 atoms, in Å:
C: 0.19 1.71 -0.14  -0.135
C: -0.98 1.03 -0.01  -0.104
C: 1.05 -0.28 0.01  0.548
N: 1.32 0.97 -0.04  -0.451
N: -0.87 -0.32 0.23  -0.160
N: 1.76 -1.50 0.03  -0.795
O: -1.83 -1.20 -0.05  -0.546
H: 0.23 2.76 -0.09  0.200
H: -1.87 1.64 -0.15  0.209
H: 2.41 -1.60 0.75  0.381
H: 1.18 -2.25 0.00  0.387
H: -2.56 -0.95 -0.54  0.467

DFT total energy readings, ordered: -17597.187 -15562.470 -279837.696 -43670.312 -57719.469 -120180.286 -8729.700 -157757.192 -9705.171 eV
Energy above the lowest of the compared OMol25 structures with the same formula, charge and spin readings, ordered: 119.97 0.63 6.69 0.00 25.01 8.23 45.64 132.64 124.82 kcal/mol